Formula: C47H84O19
Source: OMol25
Level of theory: ωB97M-V with the def2-TZVPD basis set

Properties
**Multiplicity**: 1
**HOMO energy**: -9.467 eV
**Gap between HOMO and LUMO**: 9.37 eV
**SMILES**: COC(=O)OC.O=C1CCCO1.O=C1CCCO1.O=C1CCCO1.O=C1CCCO1.O=C1CCCO1.C1CCOC1.C1CCOC1.C1CCOC1.C1CCOC1.C1CCOC1.C1CCOC1
**Total energy**: -3270.5767 Eh
**LUMO energy**: -0.10 eV

Last column: Löwdin charge in e.
CARTESIAN COORDINATES (ANGSTROEM)
C  -0.99870  11.39033  10.61669  -0.001
O  0.35828  11.46184  10.05562  0.008
C  0.95332  10.36182  9.65635  -0.631
O  0.63545  9.17177  9.75355  0.096
O  2.07135  10.81188  9.16240  0.003
C  3.11247  9.97256  8.73450  -0.042
H  -1.26305  12.43351  10.78992  0.088
H  -0.99190  10.85229  11.56462  0.096
H  -1.77849  11.01471  9.95417  0.091
H  3.98505  10.44817  8.28673  0.093
H  2.77241  9.27982  7.96472  0.099
H  3.51275  9.45047  9.60358  0.098
C  3.12359  2.15512  9.05639  -0.176
C  2.33961  2.22917  7.78385  -0.180
C  2.23573  3.74504  7.47375  -0.182
O  3.54768  4.18013  7.86576  -0.142
C  4.07175  3.39576  8.91924  -0.203
H  3.71641  1.25278  9.20621  0.105
H  2.52053  2.26750  9.95738  0.103
H  1.32146  1.85808  7.90119  0.111
H  2.89309  1.87684  6.91343  0.117
H  1.48054  4.24242  8.08235  0.112
H  1.98779  3.91858  6.42661  0.117
H  4.08691  3.87555  9.89784  0.106
H  5.07120  2.98993  8.76272  0.111
C  -1.66356  14.22097  17.56520  -0.215
C  -2.36167  14.37945  18.86329  -0.147
C  -3.56769  15.34092  18.44107  -0.214
O  -3.92668  14.85819  17.20184  -0.132
C  -2.72229  14.43793  16.52844  -0.194
H  -1.22499  13.22771  17.46931  0.116
H  -0.88115  14.97826  17.51569  0.112
H  -1.57943  14.79707  19.49717  0.107
H  -2.77409  13.44315  19.23926  0.113
H  -3.33991  16.40278  18.34792  0.113
H  -4.34812  15.29861  19.20082  0.113
H  -2.51159  15.15222  15.73252  0.114
H  -2.84519  13.49464  15.99626  0.113
C  1.39293  11.95988  2.27314  -0.177
C  2.78594  12.06803  1.69149  -0.185
C  3.62179  12.45235  2.86698  -0.244
O  3.07917  11.64958  3.87858  -0.137
C  1.69442  11.31032  3.61594  -0.182
H  0.75075  11.26972  1.72599  0.110
H  0.89440  12.92842  2.31184  0.113
H  2.89590  12.78164  0.87493  0.120
H  3.11233  11.05380  1.46150  0.121
H  3.57586  13.50907  3.13029  0.117
H  4.66845  12.26135  2.63007  0.120
H  0.94338  11.58277  4.35743  0.113
H  1.62352  10.22504  3.54350  0.113
C  -1.33969  20.34868  12.92714  -0.186
C  -0.52512  19.13800  12.63490  -0.189
C  -1.44516  18.48271  11.57607  -0.162
O  -2.78013  18.76478  12.10114  -0.141
C  -2.82293  19.84361  12.96351  -0.216
H  -1.20896  21.10549  12.15368  0.114
H  -1.05299  20.73729  13.90433  0.106
H  -0.29325  18.45530  13.45237  0.112
H  0.42531  19.44664  12.19954  0.110
H  -1.10301  17.45509  11.45348  0.110
H  -1.32244  18.93788  10.59329  0.113
H  -3.10983  19.59784  13.98595  0.115
H  -3.45066  20.62990  12.54421  0.114
C  -4.01749  8.72031  5.91878  -0.157
C  -5.48825  9.16421  5.73894  -0.169
C  -5.86922  9.64563  7.12867  -0.277
O  -5.25710  8.69724  7.85552  -0.162
C  -4.15695  7.95322  7.23397  -0.140
H  -3.35343  9.58374  5.95889  0.112
H  -3.83244  8.09581  5.04480  0.107
H  -6.15784  8.38790  5.36868  0.116
H  -5.58045  10.01582  5.06488  0.106
H  -6.92109  9.77250  7.38474  0.120
H  -5.45157  10.59069  7.47584  0.113
H  -4.47454  6.93034  7.03161  0.116
H  -3.26790  8.03021  7.85988  0.115
C  4.97440  16.72078  7.43813  -0.174
C  4.91545  18.14738  7.72137  -0.230
C  3.53661  18.64450  7.38874  -0.195
O  2.73006  17.49438  7.63832  -0.127
C  3.48623  16.31277  7.73904  -0.191
H  5.71572  16.20823  8.05119  0.113
H  5.11773  16.48892  6.38277  0.111
H  5.71614  18.71249  7.24422  0.118
H  5.11824  18.29553  8.78204  0.117
H  3.53876  19.03717  6.37193  0.114
H  3.27739  19.52013  7.98386  0.116
H  3.18179  15.72669  6.87191  0.112
H  3.45210  15.77931  8.68897  0.114
O  -9.68538  15.07630  14.07049  0.113
C  -8.76349  14.52885  13.50586  -0.449
O  -8.10710  15.16573  12.47883  0.016
C  -6.99068  14.36984  12.00756  -0.171
C  -7.40991  12.97394  12.36893  -0.175
C  -8.06169  13.20690  13.70568  -0.087
H  -6.04411  14.66383  12.46107  0.125
H  -6.82987  14.41660  10.93051  0.123
H  -6.58456  12.26289  12.40497  0.121
H  -8.10539  12.72406  11.56770  0.124
H  -7.34734  13.22354  14.52881  0.134
H  -8.82320  12.46762  13.95399  0.126
O  9.85724  8.29107  9.96755  0.092
C  9.68182  7.97617  11.13943  -0.404
O  8.43989  7.62258  11.69315  -0.002
C  8.49424  7.38699  13.08716  -0.168
C  9.97496  7.66011  13.52725  -0.134
C  10.74713  7.93034  12.21979  -0.078
H  8.16837  6.38930  13.38131  0.115
H  7.79586  8.06431  13.57869  0.117
H  10.34922  6.79045  14.06737  0.106
H  9.99684  8.55245  14.15283  0.108
H  11.54796  7.21705  12.02487  0.126
H  11.16483  8.93337  12.30667  0.123
O  -0.19129  8.21955  15.46577  0.064
C  0.44414  7.24880  15.02533  -0.487
O  1.73586  7.16885  15.12088  0.048
C  2.25217  5.94780  14.53146  -0.114
C  1.07052  5.21985  13.87380  -0.160
C  -0.12236  6.00063  14.33830  -0.081
H  2.73567  5.37684  15.32413  0.127
H  2.91921  6.28205  13.73683  0.124
H  1.05811  4.16908  14.16332  0.113
H  1.15972  5.23486  12.78756  0.112
H  -0.67495  5.44689  15.09732  0.126
H  -0.88043  6.20471  13.58214  0.128
O  9.37103  11.01619  1.52216  0.062
C  8.86450  10.02957  2.10331  -0.382
O  8.18961  9.05114  1.36363  0.001
C  7.77286  7.98590  2.25208  -0.150
C  7.82522  8.57720  3.68731  -0.153
C  8.84591  9.68147  3.60744  -0.094
H  8.36961  7.07728  2.17203  0.116
H  6.78422  7.64978  1.93949  0.118
H  8.03710  7.87196  4.49096  0.117
H  6.88876  9.08976  3.90738  0.113
H  9.88085  9.47433  3.87964  0.127
H  8.57439  10.55400  4.20163  0.124
O  6.00249  12.43239  16.39853  0.049
C  5.42452  12.79033  15.33822  -0.439
O  5.88535  12.36213  14.16730  0.029
C  5.03407  12.80070  13.13712  -0.151
C  4.26982  14.02101  13.77410  -0.153
C  4.13984  13.65170  15.24489  -0.064
H  4.40227  11.95126  12.87751  0.124
H  5.59569  13.09098  12.24919  0.122
H  3.24203  14.02951  13.41121  0.108
H  4.80295  14.94632  13.55575  0.117
H  3.31734  12.96394  15.44127  0.131
H  4.13746  14.59153  15.79700  0.126